one:
Entry from the Open Molecules 2025 dataset: a molecular structure, C41H38O2PPtSb2 (ωB97M-V/def2-TZVPD).

Last column: Löwdin spin population.
Atoms and positions in Å:
Pt1 -1.0225 0.5741 0.1530  1.06
O1 2.3869 2.2245 0.9240  0.08
C1 1.6955 1.2438 0.7335  0.03
O2 1.0242 1.0194 -0.3846  0.23
C2 1.5233 0.1885 1.8119  0.05
P1 -0.2377 0.1756 2.3258  0.23
C3 -0.6657 -1.3945 3.0256  0.05
C4 -0.9113 -1.5295 4.3957  0.02
C5 -1.1869 -2.7843 4.9125  0.00
C6 -1.2217 -3.8915 4.0737  0.03
C7 -0.9796 -3.7574 2.7094  0.00
C8 -0.7044 -2.5110 2.1807  0.03
C9 -0.5732 1.5289 3.4327  0.03
C10 -1.8777 1.6836 3.9154  0.02
C11 -2.1759 2.7356 4.7634  0.00
C12 -1.1808 3.6364 5.1293  0.02
C13 0.1131 3.4879 4.6454  0.00
C14 0.4231 2.4389 3.7924  0.02
H1 2.1758 0.3616 2.6679  0.01
H2 1.7307 -0.8015 1.4010  0.00
H3 -0.8685 -0.6717 5.0541  0.00
H4 -1.3652 -2.9007 5.9727  0.00
H5 -1.4331 -4.8691 4.4861  0.00
H6 -1.0008 -4.6267 2.0666  0.00
H7 -0.5133 -2.4055 1.1173  0.01
H8 -2.6502 0.9725 3.6431  0.00
H9 -3.1787 2.8486 5.1529  0.00
H10 -1.4134 4.4474 5.8066  0.00
H11 0.8886 4.1754 4.9569  0.00
H12 1.4404 2.3238 3.4376  0.00
C15 -2.4970 4.3249 -0.3958  0.07
C16 -3.7170 3.4292 -0.1798  0.01
C17 -4.0862 2.5104 -1.3502  0.04
Sb1 -3.1487 0.5806 -1.4076  0.28
C18 -4.4036 -0.7075 -0.3576  0.10
C19 -5.0460 -0.2578 0.8020  0.04
C20 -5.9165 -1.1036 1.4650  0.00
C21 -6.1241 -2.3955 0.9883  0.05
C22 -5.4654 -2.8484 -0.1514  0.01
C23 -4.5916 -2.0120 -0.8239  0.03
C24 -2.8554 -0.1112 -3.3491  0.05
C25 -1.9787 -1.1700 -3.5777  0.01
C26 -1.8419 -1.6645 -4.8646  0.00
C27 -2.5743 -1.1041 -5.9057  0.01
C28 -3.4402 -0.0443 -5.6705  0.00
C29 -3.5798 0.4680 -4.3883  0.02
Sb2 -0.7066 3.1724 -0.6653  0.26
C30 0.9981 4.4623 -0.5198  0.15
C31 1.6687 4.6799 0.7236  0.31
C32 2.9113 5.3673 0.7982  0.09
C33 3.4655 5.8680 -0.3407  0.05
C34 2.7968 5.6693 -1.5751  0.31
C35 1.5646 4.9552 -1.6552  0.09
C36 -0.6940 2.7603 -2.7370  0.04
C37 -1.4750 3.5465 -3.5911  0.01
C38 -1.4935 3.2887 -4.9540  0.01
C39 -0.7404 2.2405 -5.4718  0.01
C40 0.0395 1.4616 -4.6281  0.00
C41 0.0681 1.7162 -3.2640  0.01
H13 -2.3371 4.9611 0.4752  0.00
H14 -2.6204 4.9794 -1.2583  0.01
H15 -4.5742 4.0838 -0.0049  0.00
H16 -3.5926 2.8536 0.7423  0.00
H17 -3.9069 2.9786 -2.3187  0.00
H18 -5.1438 2.2438 -1.3004  0.00
H19 -4.8946 0.7507 1.1707  0.00
H20 -6.4413 -0.7603 2.3462  0.00
H21 -6.8108 -3.0522 1.5058  0.00
H22 -5.6436 -3.8498 -0.5190  0.00
H23 -4.0948 -2.3600 -1.7220  0.00
H24 -1.4038 -1.6071 -2.7688  0.00
H25 -1.1704 -2.4908 -5.0556  0.00
H26 -2.4710 -1.4996 -6.9075  0.00
H27 -4.0113 0.3831 -6.4839  0.00
H28 -4.2595 1.2942 -4.2166  0.00
H29 1.2071 4.3543 1.6473  0.01
H30 3.3852 5.5002 1.7610  0.00
H31 4.3997 6.4125 -0.3216  0.00
H32 3.2429 6.0476 -2.4872  0.01
H33 1.1245 4.7939 -2.6319  0.00
H34 -2.0579 4.3794 -3.2175  0.00
H35 -2.0870 3.9110 -5.6110  0.00
H36 -0.7557 2.0384 -6.5347  0.00
H37 0.6367 0.6544 -5.0318  0.00
H38 0.6911 1.1081 -2.6198  0.00

The spin multiplicity is 5. The calculation puts the HOMO energy (spin up / spin down) at -15.6919 / -16.3888 eV. The total charge is +3. For the orbital gap (spin up / spin down), the calculation gives 7.750 / 4.716 eV. For the LUMO energy (spin up / spin down), the calculation gives -7.94 / -11.67 eV. The expectation value of S² is 6.04.

---

two:
Entry from the Open Molecules 2025 dataset: a molecular structure, C41H38O2PPtSb2 (ωB97M-V/def2-TZVPD).

Last column: Löwdin spin population.
Atoms and positions in Å:
Pt1 -0.5286 2.4510 -1.1902  1.30
O1 2.9927 0.1314 -0.2375  0.14
C1 2.3861 1.1215 -0.5938  0.04
O2 1.1489 1.1020 -0.9352  0.18
C2 3.2107 2.4470 -0.6467  0.07
P1 2.1950 3.9433 -0.7267  0.50
C3 1.2291 3.8561 -2.2251  0.07
C4 -0.0210 4.5134 -2.3677  0.05
C5 -0.7961 4.2929 -3.5157  0.02
C6 -0.3143 3.4911 -4.5378  0.08
C7 0.9648 2.9368 -4.4513  0.01
C8 1.7307 3.1099 -3.3197  0.05
C9 1.2039 3.9702 0.7723  0.10
C10 -0.2090 4.0537 0.7960  0.07
C11 -0.9016 3.8278 1.9827  0.06
C12 -0.2061 3.5819 3.1595  0.03
C13 1.1795 3.5659 3.1515  0.06
C14 1.8873 3.7407 1.9652  0.04
H1 3.9080 2.3975 -1.4847  0.00
H2 3.8290 2.4800 0.2531  0.00
H3 -0.3030 5.3133 -1.6936  0.00
H4 -1.7428 4.8052 -3.6188  0.00
H5 -0.9117 3.3371 -5.4257  0.00
H6 1.3612 2.3702 -5.2821  0.00
H7 2.7124 2.6641 -3.2794  0.00
H8 -0.7685 4.5028 -0.0175  0.01
H9 -1.9803 3.8902 1.9890  0.00
H10 -0.7445 3.4283 4.0831  0.00
H11 1.7249 3.4102 4.0719  0.00
H12 2.9673 3.6990 1.9929  0.00
C15 0.6320 -1.9998 -2.1875  0.07
C16 -0.5726 -1.1090 -2.4388  0.01
C17 -1.7164 -1.1870 -1.4193  0.02
Sb1 -1.8511 0.5029 -0.1245  0.12
C18 -1.1908 0.1003 1.8204  0.02
C19 -2.1411 -0.2042 2.7919  0.00
C20 -1.7314 -0.4726 4.0918  0.01
C21 -0.3843 -0.4430 4.4188  0.00
C22 0.5625 -0.1342 3.4514  0.01
C23 0.1610 0.1500 2.1525  0.03
C24 -3.8763 0.9651 0.0041  0.02
C25 -4.8136 -0.0540 0.1629  0.00
C26 -6.1608 0.2595 0.2429  0.00
C27 -6.5736 1.5817 0.1634  0.00
C28 -5.6421 2.5968 0.0001  0.00
C29 -4.2933 2.2887 -0.0806  0.01
Sb2 1.5145 -2.2013 -0.2514  0.47
C30 3.3697 -3.0269 -0.6579  0.06
C31 4.3260 -3.1221 0.3489  0.01
C32 5.5154 -3.7834 0.1002  0.00
C33 5.7508 -4.3472 -1.1447  0.01
C34 4.8009 -4.2488 -2.1480  0.00
C35 3.6098 -3.5807 -1.9148  0.02
C36 0.3276 -3.6637 0.6792  0.13
C37 -0.3065 -3.4755 1.8965  0.00
C38 -1.0591 -4.5088 2.4337  0.00
C39 -1.1799 -5.7108 1.7533  0.00
C40 -0.5370 -5.8944 0.5388  0.01
C41 0.2226 -4.8723 -0.0070  0.03
H13 1.4485 -1.7303 -2.8573  0.00
H14 0.3729 -3.0461 -2.3867  0.01
H15 -0.9732 -1.3986 -3.4129  0.00
H16 -0.2273 -0.0776 -2.5628  0.01
H17 -1.6881 -2.0916 -0.8083  0.00
H18 -2.6902 -1.1534 -1.9134  0.00
H19 -3.1979 -0.2214 2.5561  0.00
H20 -2.4678 -0.7071 4.8466  0.00
H21 -0.0719 -0.6624 5.4299  0.00
H22 1.6120 -0.1145 3.7103  0.00
H23 0.9010 0.3992 1.4066  0.01
H24 -4.5111 -1.0937 0.2170  0.00
H25 -6.8918 -0.5277 0.3636  0.00
H26 -7.6262 1.8216 0.2224  0.00
H27 -5.9706 3.6239 -0.0691  0.00
H28 -3.5726 3.0912 -0.2168  0.01
H29 4.1490 -2.6893 1.3254  0.00
H30 6.2611 -3.8634 0.8771  0.00
H31 6.6810 -4.8657 -1.3342  0.00
H32 4.9888 -4.6929 -3.1145  0.00
H33 2.8826 -3.5113 -2.7130  0.00
H34 -0.1995 -2.5477 2.4405  0.00
H35 -1.5427 -4.3810 3.3909  0.00
H36 -1.7668 -6.5135 2.1754  0.00
H37 -0.6157 -6.8387 0.0207  0.00
H38 0.7494 -5.0479 -0.9375  0.00

The spin multiplicity is 5. The calculation puts the HOMO energy (spin up / spin down) at -15.5361 / -15.8809 eV. The total charge is +3. For the orbital gap (spin up / spin down), the calculation gives 7.311 / 4.211 eV. For the LUMO energy (spin up / spin down), the calculation gives -8.22 / -11.67 eV. The expectation value of S² is 6.02.

---

Stability ranking, top and bottom: one is the most stable and two is the least stable.